A molecular structure, C15H40BNO16 in a non-equilibrium geometry. Source: the Open Molecules 2025 dataset; level of theory: the ωB97M-V functional and the def2-TZVPD basis.

Geometry as XYZ:
```
73
Properties=species:S:1:pos:R:3:lowdin_charge:R:1
C -3.690 0.979 4.745 -0.153
C -3.914 1.538 3.461 -0.298
C -3.495 0.614 2.312 -0.152
C -3.796 1.113 0.889 -0.183
N -3.350 0.333 -0.187 -0.214
C -4.170 -0.943 -0.348 -0.045
C -3.136 -2.201 -0.436 -0.144
C -1.999 -1.730 0.252 -0.184
C -1.936 -0.171 -0.082 -0.039
C -3.614 1.071 -1.531 -0.114
C -2.715 2.264 -1.752 -0.273
C -3.433 3.106 -2.801 -0.113
H -3.883 -0.055 4.628 0.054
H -4.188 1.416 5.732 0.144
H -2.608 0.807 4.897 0.094
H -3.199 2.361 3.654 0.130
H -4.759 2.013 3.129 0.087
H -3.962 -0.344 2.187 0.100
H -2.340 0.387 2.457 0.165
H -3.383 2.203 0.912 0.178
H -4.839 1.306 0.770 0.139
H -5.004 -0.870 -1.128 0.157
H -4.752 -0.949 0.524 0.089
H -2.984 -2.458 -1.559 0.156
H -3.487 -3.108 0.069 0.128
H -1.061 -2.172 -0.146 0.119
H -1.930 -2.090 1.284 0.135
H -1.228 -0.127 -0.952 0.163
H -1.566 0.400 0.645 0.067
H -4.624 1.202 -1.551 0.087
H -3.553 0.420 -2.397 0.147
H -1.625 2.160 -2.035 0.149
H -2.588 2.884 -0.975 0.048
H -4.634 3.282 -2.528 0.133
H -3.502 2.558 -3.825 0.104
H -2.734 4.055 -2.621 0.125
O 3.679 -2.212 2.240 0.149
C 3.136 -1.737 1.231 -0.454
O 3.719 -0.968 0.493 0.365
B 2.742 -0.494 -0.465 -0.783
O 1.512 -1.193 -0.097 0.286
C 1.822 -2.005 0.863 -0.389
O 1.142 -2.938 1.191 0.173
O 3.030 -0.775 -1.865 0.330
C 2.981 0.245 -2.505 -0.456
O 2.885 0.202 -3.754 0.105
C 2.786 1.370 -1.676 -0.499
O 2.668 1.004 -0.552 0.310
O 2.954 2.573 -1.921 0.125
O 2.090 2.275 -5.403 -0.215
H 2.213 1.393 -4.864 0.024
H 2.789 3.079 -5.175 0.117
O 1.202 -2.338 -4.070 -0.007
H 1.091 -3.000 -3.409 0.019
H 1.995 -1.965 -3.799 -0.035
O 5.973 0.523 -1.586 -0.068
H 5.978 0.343 -2.575 0.084
H 6.881 0.503 -1.174 0.081
O 6.191 -4.456 1.640 -0.054
H 6.229 -5.385 1.669 -0.001
H 5.895 -4.066 2.497 0.050
O 0.700 -4.647 3.048 -0.009
H 0.687 -3.977 2.358 -0.027
H 1.435 -4.529 3.475 -0.121
O 4.876 2.556 0.973 -0.103
H 4.730 1.856 0.265 0.026
H 4.119 3.167 0.699 0.065
O 3.182 -4.145 4.356 -0.013
H 3.016 -3.439 5.002 0.071
H 3.457 -3.517 3.769 -0.060
O 2.944 5.384 -2.131 -0.102
H 2.006 5.602 -2.477 0.077
H 2.930 4.449 -1.947 -0.046
```

Output
Gap between HOMO and LUMO in eV: 9.0869
Charge: 0
Multiplicity: 1
LUMO level in Ha: -0.023
E in eV: -51126.8339

A molecular structure, C15H40F2FeO5 in a non-equilibrium geometry. Source: the Open Molecules 2025 dataset; level of theory: the ωB97M-V functional and the def2-TZVPD basis.

Geometry as XYZ:
```
63
Properties=species:S:1:pos:R:3:mulliken_spin:R:1
Fe 12.578 7.363 -16.113 4.372
F 14.163 6.448 -15.390 0.230
F 13.141 9.103 -15.363 0.206
C 11.936 11.495 -12.557 -0.001
C 11.170 11.519 -13.884 0.002
C 10.255 12.785 -14.072 0.000
O 12.190 11.647 -14.856 0.005
H 12.316 12.490 -12.326 0.000
H 12.715 10.734 -12.527 0.001
H 11.218 11.232 -11.780 0.000
H 10.705 10.534 -13.919 -0.001
H 10.749 13.733 -14.284 0.000
H 9.632 12.970 -13.197 0.000
H 9.560 12.594 -14.890 0.000
H 12.483 10.735 -14.920 0.002
C 10.711 7.754 -12.285 0.006
C 11.622 6.931 -13.158 -0.008
C 11.671 5.459 -12.854 0.003
O 11.280 7.025 -14.483 0.058
H 10.018 7.107 -11.748 -0.001
H 10.118 8.476 -12.846 0.000
H 11.299 8.239 -11.505 0.001
H 12.680 7.194 -13.189 -0.002
H 12.259 5.026 -13.663 0.000
H 10.768 4.848 -12.875 0.000
H 12.149 5.300 -11.888 0.000
H 10.481 6.501 -14.394 -0.001
C 8.913 9.195 -16.846 0.002
C 9.849 8.230 -17.527 0.002
C 9.669 8.126 -19.051 0.002
O 11.178 8.528 -17.152 0.051
H 7.919 8.751 -16.816 0.000
H 8.787 10.145 -17.365 0.000
H 9.118 9.283 -15.779 0.000
H 9.623 7.289 -17.024 0.001
H 8.650 7.888 -19.356 0.000
H 10.183 7.224 -19.381 0.000
H 9.898 9.062 -19.561 0.000
H 11.307 9.477 -17.217 0.002
C 16.648 9.571 -13.297 -0.001
C 15.848 10.859 -13.500 0.000
C 16.864 12.010 -13.383 0.001
O 15.339 10.961 -14.769 0.005
H 16.089 8.679 -13.580 0.001
H 16.831 9.549 -12.222 0.000
H 17.558 9.607 -13.895 0.000
H 15.026 11.004 -12.799 0.000
H 17.723 11.948 -14.052 0.000
H 17.333 12.059 -12.400 0.000
H 16.337 12.925 -13.653 0.000
H 14.572 10.398 -14.892 0.001
C 13.532 8.348 -20.115 0.004
C 13.929 7.278 -19.083 0.003
C 15.378 6.645 -19.060 0.001
O 13.714 7.997 -17.879 0.045
H 14.016 9.321 -20.040 0.000
H 12.464 8.562 -20.077 -0.001
H 13.619 8.006 -21.146 0.002
H 13.230 6.451 -19.207 0.001
H 15.422 6.119 -18.106 0.000
H 16.120 7.443 -19.043 0.000
H 15.410 5.983 -19.926 0.000
H 14.406 8.661 -17.829 0.004
```

Output
Gap between HOMO and LUMO (alpha / beta) in eV: 7.4948 / 4.8765
Charge: +1
Multiplicity: 6
LUMO level (alpha / beta) in Ha: -0.149 / -0.245
⟨S²⟩: 8.759
E in eV: -66255.8150
Relative energy (zero: lowest compared OMol25 entry of this formula, charge and spin) in kcal per mole: 62.2

A molecular structure, C15H40F6HfN3O27S11 in a non-equilibrium geometry. Source: the Open Molecules 2025 dataset; level of theory: the ωB97M-V functional and the def2-TZVPD basis.

Geometry as XYZ:
```
103
Properties=species:S:1:pos:R:3:lowdin_charge:R:1
Hf -0.172 -0.027 0.782 1.996
N -2.128 0.349 -0.194 -0.381
S -2.830 1.142 -1.489 0.555
O -3.487 2.485 -1.416 -0.228
O -3.189 0.265 -2.574 -0.201
F -1.417 1.568 -2.114 -0.214
S -3.720 -0.164 0.127 0.630
O -3.986 -1.517 -0.319 -0.224
O -4.853 0.786 0.392 -0.203
F -3.135 -0.411 1.646 -0.253
N -0.391 -1.638 2.302 -0.364
S 0.357 -1.943 3.880 0.598
O 0.839 -3.226 4.347 -0.190
O -0.041 -1.030 4.941 -0.216
F 1.633 -1.177 3.370 -0.201
S -1.358 -2.852 2.676 0.513
O -2.281 -2.645 3.808 -0.211
O -0.751 -4.177 2.469 -0.252
F -2.334 -2.776 1.401 -0.206
N 1.486 1.044 1.866 -0.378
S 3.139 1.413 1.323 0.592
O 4.017 0.328 1.637 -0.230
O 3.736 2.720 1.205 -0.195
F 3.014 1.092 -0.241 -0.196
S 1.788 1.936 3.173 0.500
O 1.530 3.357 3.213 -0.223
O 2.726 1.475 4.215 -0.203
F 0.467 1.359 3.861 -0.215
O 0.915 0.233 -1.291 -0.457
S 1.330 0.186 -2.720 0.760
O 0.385 -0.231 -3.733 -0.235
O 2.060 1.646 -3.164 -0.241
C 1.741 2.268 -4.404 -0.245
C 1.766 3.812 -4.297 -0.041
C 2.831 -0.819 -2.820 -0.082
H 0.736 2.050 -4.765 0.119
H 2.437 1.865 -5.140 0.126
H 1.038 4.198 -3.583 0.050
H 1.547 4.265 -5.263 0.090
H 2.715 4.222 -3.951 0.079
H 3.701 -0.527 -2.231 0.087
H 2.973 -0.766 -3.899 0.082
H 2.551 -1.866 -2.706 0.048
O -0.578 4.633 1.012 -0.288
S 0.170 3.904 -0.095 0.797
O 0.282 2.438 -0.012 -0.421
O -0.633 4.075 -1.559 -0.269
C -0.969 5.421 -1.886 -0.309
C -2.110 5.415 -2.878 -0.042
C 1.751 4.756 -0.548 -0.054
H -0.218 6.029 -2.391 0.106
H -1.066 5.988 -0.960 0.115
H -2.298 6.425 -3.241 0.091
H -2.992 4.870 -2.542 0.079
H -1.757 4.956 -3.802 0.081
H 1.502 5.628 -1.152 0.067
H 2.456 4.146 -1.113 0.072
H 2.270 4.967 0.388 0.074
O -0.709 -1.934 -0.610 -0.428
S -0.972 -2.803 -1.790 0.770
O -1.864 -2.360 -2.849 -0.224
O 0.526 -3.414 -2.311 -0.281
C 0.521 -4.442 -3.279 -0.271
C 0.610 -3.782 -4.669 -0.029
C -1.633 -4.375 -1.150 -0.066
H -0.208 -5.246 -3.178 0.113
H 1.321 -5.137 -3.026 0.117
H 1.007 -2.802 -4.403 0.048
H -0.281 -3.398 -5.166 0.089
H 1.309 -4.206 -5.390 0.087
H -0.790 -4.800 -0.606 0.060
H -1.915 -5.049 -1.959 0.080
H -2.475 -4.207 -0.479 0.076
O 3.672 -2.619 -0.767 -0.253
S 2.742 -2.646 0.319 0.727
O 1.771 -1.568 0.500 -0.406
O 1.930 -4.126 0.293 -0.284
C 2.602 -5.260 -0.269 -0.252
C 1.752 -6.476 0.159 -0.024
C 3.657 -2.927 1.908 -0.041
H 3.570 -5.162 0.223 0.102
H 2.884 -5.197 -1.320 0.112
H 0.924 -6.538 -0.547 0.063
H 1.397 -6.373 1.185 0.092
H 2.193 -7.459 -0.007 0.087
H 2.900 -3.226 2.633 0.057
H 3.830 -1.950 2.361 0.053
H 4.487 -3.588 1.655 0.086
O -1.392 1.797 2.174 -0.421
S -2.411 2.590 2.887 0.749
O -3.490 3.213 2.131 -0.252
O -2.939 1.661 4.221 -0.293
C -4.359 1.514 4.408 -0.222
C -4.415 0.342 5.428 -0.040
C -1.701 3.905 4.012 -0.059
H -4.642 1.144 3.422 0.096
H -4.867 2.456 4.614 0.125
H -5.340 -0.226 5.327 0.082
H -4.287 0.588 6.482 0.076
H -3.543 -0.307 5.343 0.069
H -2.458 4.489 4.537 0.085
H -1.137 4.544 3.332 0.041
H -0.978 3.438 4.681 0.065
```

Output
Gap between HOMO and LUMO in eV: 7.8745
Charge: +1
Multiplicity: 1
LUMO level in Ha: -0.192
E in eV: -212736.8820
Relative energy (zero: lowest compared OMol25 entry of this formula, charge and spin) in kcal per mole: 133.0

A molecular structure, C15H40N3O8Y in a non-equilibrium geometry. Source: the Open Molecules 2025 dataset; level of theory: the ωB97M-V functional and the def2-TZVPD basis.

Geometry as XYZ:
```
67
Properties=species:S:1:pos:R:3:lowdin_charge:R:1
Y 2.072 -2.304 -0.275 2.184
O 0.172 1.354 -0.867 0.219
C 0.749 0.195 -0.676 -0.731
O 1.983 0.024 -0.418 -0.101
O 0.125 -0.900 -0.632 -0.090
H -0.774 1.097 -0.921 0.152
C -2.939 1.227 4.256 -0.057
C -1.503 0.811 3.943 -0.405
C -0.939 1.689 2.818 -0.258
O -1.278 3.049 2.874 -0.160
C -0.859 3.730 1.694 -0.073
N -0.709 1.017 5.206 0.043
H -3.097 2.221 4.665 0.089
H -3.465 0.496 4.868 0.085
H -3.439 1.208 3.277 0.076
H -1.429 -0.231 3.617 0.117
H -1.397 1.272 1.898 0.093
H 0.148 1.564 2.690 0.116
H -1.254 4.731 1.802 0.103
H -1.230 3.211 0.802 0.068
H 0.223 3.646 1.550 0.085
H -1.134 1.842 5.624 0.070
H 0.148 1.459 4.869 0.059
C -0.604 -5.652 0.371 -0.057
C -1.064 -4.192 0.311 -0.358
C -2.328 -3.901 1.125 -0.172
O -2.313 -2.570 1.614 -0.215
C -3.181 -1.638 0.949 -0.039
N 0.061 -3.354 0.869 -0.060
H 0.372 -5.874 -0.083 0.071
H -1.262 -6.320 -0.189 0.100
H -0.454 -6.132 1.342 0.097
H -1.215 -3.970 -0.746 0.143
H -2.548 -4.557 1.973 0.148
H -3.196 -4.191 0.519 0.149
H -4.186 -1.788 1.334 0.110
H -3.139 -1.780 -0.137 0.093
H -2.754 -0.646 1.085 0.072
H -0.539 -2.506 1.038 0.074
H 0.142 -3.562 1.873 0.123
C 0.809 1.838 -6.251 -0.055
C 0.777 0.691 -5.247 -0.423
C -0.437 -0.197 -5.469 -0.203
O -1.649 0.235 -4.850 -0.152
C -1.676 -0.085 -3.488 -0.130
N 2.011 -0.116 -5.487 0.026
H 0.085 2.620 -6.033 0.088
H 0.806 1.494 -7.287 0.089
H 1.793 2.316 -6.209 0.083
H 0.853 1.090 -4.233 0.124
H -0.265 -1.255 -5.209 0.113
H -0.768 -0.283 -6.510 0.141
H -1.596 -1.164 -3.292 0.083
H -2.627 0.249 -3.072 0.103
H -0.840 0.389 -2.963 0.048
H 1.917 -0.930 -4.885 0.040
H 1.967 -0.447 -6.447 0.081
C 5.416 2.875 2.556 -0.238
C 4.503 2.466 1.409 -0.187
O 3.362 1.795 2.037 -0.120
O 5.495 1.896 3.587 -0.048
H 5.079 3.824 2.981 0.123
H 6.398 3.096 2.133 0.124
H 4.947 1.643 0.836 0.111
H 4.191 3.271 0.747 0.125
H 2.786 1.536 1.314 0.032
H 4.696 1.378 3.418 0.059
```

Output
Gap between HOMO and LUMO in eV: 3.2143
Charge: +2
Multiplicity: 1
LUMO level in Ha: -0.384
E in eV: -38077.6077

A molecular structure, C15H40OP2RuSi in a non-equilibrium geometry. Source: the Open Molecules 2025 dataset; level of theory: the ωB97M-V functional and the def2-TZVPD basis.

Geometry as XYZ:
```
60
Properties=species:S:1:pos:R:3:mulliken_spin:R:1
Ru -0.114 0.402 0.063 2.614
Si 1.271 1.886 -1.049 0.037
P -1.354 0.339 -1.810 0.025
P 1.599 0.160 1.530 -0.032
H 1.445 -4.364 -0.271 0.008
C -2.511 -1.059 -1.734 0.064
H -3.077 -1.121 -2.674 0.006
H -3.217 -0.939 -0.906 -0.011
H -1.939 -1.986 -1.584 -0.018
C -0.466 -0.042 -3.359 0.026
H -1.194 -0.270 -4.151 -0.002
H 0.173 -0.919 -3.178 -0.009
H 0.152 0.808 -3.670 0.005
C -2.362 1.819 -2.182 0.030
H -3.071 1.594 -2.991 0.004
H -1.706 2.643 -2.488 -0.005
H -2.918 2.132 -1.287 -0.013
C 1.131 -1.276 2.531 0.082
H 1.967 -1.546 3.192 0.010
H 0.911 -2.107 1.846 -0.008
H 0.247 -1.058 3.141 -0.042
C 3.240 -0.290 0.882 0.031
H 3.883 -0.600 1.719 -0.003
H 3.699 0.567 0.372 0.002
H 3.117 -1.126 0.179 -0.009
C 1.949 1.514 2.701 0.025
H 2.697 1.182 3.434 0.002
H 1.029 1.809 3.224 -0.018
H 2.337 2.381 2.151 -0.002
C 2.574 1.193 -2.238 0.075
H 2.111 0.597 -3.031 -0.017
H 3.298 0.574 -1.699 -0.016
H 3.105 2.040 -2.696 0.009
H 0.495 2.831 -1.884 0.016
H 2.051 2.738 -0.123 0.018
C 1.237 -3.597 -0.976 -0.009
O 1.102 -2.288 -0.535 0.243
C -0.137 -4.008 -1.516 0.010
H -0.132 -5.069 -1.775 0.003
H -0.396 -3.415 -2.403 -0.002
H -0.905 -3.829 -0.758 0.000
C 2.412 -3.789 -1.963 0.002
H 2.980 -4.693 -1.700 0.000
H 3.112 -2.951 -1.931 0.000
H 2.077 -3.898 -3.004 0.001
C -3.152 0.265 1.399 0.040
C -2.302 1.369 2.011 0.227
C -3.145 2.642 2.159 0.049
C -1.839 0.920 3.397 0.077
C -1.067 1.629 1.139 0.486
H -3.938 -0.034 2.104 -0.006
H -2.535 -0.614 1.175 0.022
H -3.641 0.617 0.485 -0.016
H -4.027 2.430 2.776 0.004
H -2.563 3.433 2.651 -0.001
H -3.485 3.006 1.183 -0.009
H -1.339 -0.053 3.352 -0.025
H -1.150 1.649 3.836 0.012
H -2.703 0.817 4.067 -0.002
H -0.735 2.677 1.236 0.010
```

Output
Gap between HOMO and LUMO (alpha / beta) in eV: 6.3172 / 4.4931
Charge: 0
Multiplicity: 5
LUMO level (alpha / beta) in Ha: 0.012 / -0.083
⟨S²⟩: 6.022
E in eV: -47282.9234
Relative energy (zero: lowest compared OMol25 entry of this formula, charge and spin) in kcal per mole: 0.0

6 unconnected molecules or ions with the total composition C15H41BIN4O7S5 in a non-equilibrium geometry. Source: the Open Molecules 2025 dataset; level of theory: the ωB97M-V functional and the def2-TZVPD basis.

Geometry as XYZ:
```
74
Properties=species:S:1:pos:R:3:lowdin_charge:R:1
C -2.197 -5.777 5.422 -0.150
C -3.012 -6.850 4.488 -0.286
C -3.424 -6.300 2.996 -0.581
I -5.037 -7.673 2.292 0.949
N -2.261 -6.312 1.991 0.020
B -2.160 -7.449 0.946 -0.564
O -1.326 -8.628 1.338 0.057
O -2.823 -7.344 -0.402 0.033
C -1.297 -5.329 1.995 -0.123
N -1.151 -4.088 2.853 0.085
C 0.107 -3.272 2.565 0.060
N 0.779 -4.044 1.416 0.034
N -0.042 -5.158 1.130 0.060
H -1.055 -5.821 5.095 0.070
H -2.553 -4.646 5.283 0.090
H -2.202 -6.082 6.570 0.094
H -2.430 -7.877 4.340 0.132
H -4.041 -7.064 5.053 0.106
H -3.920 -5.235 2.986 0.126
H -0.462 -8.188 1.659 0.126
H -3.255 -8.241 -0.554 0.120
H 0.519 -2.291 3.071 0.121
H 1.684 -3.827 0.916 0.183
H 0.285 -5.791 0.367 0.173
C 0.087 0.582 -1.987 -0.271
S 0.799 -0.464 -0.693 0.805
O 1.655 -1.494 -1.367 -0.568
C -0.755 -1.266 -0.229 -0.246
H 0.892 1.157 -2.451 0.044
H -0.398 -0.038 -2.744 0.064
H -0.638 1.269 -1.543 0.058
H -1.188 -1.772 -1.095 0.064
H -1.451 -0.518 0.156 0.065
H -0.546 -2.001 0.552 -0.006
C 4.754 -1.281 2.724 -0.244
S 3.170 -1.666 3.508 0.814
O 2.121 -0.826 2.842 -0.583
C 3.558 -0.893 5.097 -0.247
H 4.729 -1.643 1.693 0.058
H 4.919 -0.201 2.725 0.063
H 5.560 -1.784 3.263 0.062
H 3.797 0.163 4.950 0.062
H 4.404 -1.408 5.558 0.061
H 2.684 -0.979 5.748 0.057
C -0.643 4.192 -5.640 -0.263
S -0.088 3.349 -4.138 0.819
O -0.945 2.130 -3.962 -0.565
C -0.691 4.608 -2.987 -0.248
H -0.402 3.563 -6.500 0.057
H -1.722 4.354 -5.601 0.066
H -0.122 5.148 -5.735 0.022
H -1.768 4.745 -3.112 0.066
H -0.169 5.550 -3.170 0.049
H -0.485 4.274 -1.967 0.044
C 1.957 1.879 1.717 -0.296
S 0.575 2.817 2.410 0.811
O -0.184 3.416 1.264 -0.569
C 1.588 4.128 3.137 -0.270
H 1.556 1.019 1.175 -0.036
H 2.527 2.507 1.028 0.066
H 2.603 1.528 2.525 0.028
H 2.180 4.617 2.360 0.058
H 2.245 3.703 3.898 0.049
H 0.925 4.862 3.602 0.051
C -1.111 9.062 -8.245 -0.267
S -0.973 7.622 -7.159 0.785
O -2.242 7.533 -6.365 -0.555
C 0.296 8.327 -6.079 -0.267
H -1.886 8.862 -8.990 0.053
H -1.388 9.944 -7.663 0.060
H -0.158 9.230 -8.752 0.054
H -0.068 9.255 -5.631 0.061
H 1.202 8.520 -6.658 0.056
H 0.518 7.607 -5.288 0.034
```

Output
Gap between HOMO and LUMO in eV: 6.6677
Charge: +1
Multiplicity: 1
LUMO level in Ha: -0.133
E in eV: -99452.6897